Run A
Here is CBrNO3 as an isolated structure from OMol25. Energies are from the ωB97M-V functional and the def2-TZVPD basis.

LUMO level: -0.95 eV

```
! RIJCOSX wB97M-V def2-TZVPD def2/J DEFGRID3
* xyz 0 1
C -0.05 0.53 -0.74
N -0.22 -0.60 0.86
O -0.96 1.08 -1.16
O -1.06 -0.19 1.56
O 0.52 -1.51 0.88
Br 1.77 0.68 -1.40
*
```

=====

Run B
Here is a 2-piece molecular cluster, CBrNO3 overall from OMol25. Energies are from the ωB97M-V functional and the def2-TZVPD basis.

LUMO level: -1.11 eV
Structure (SMILES): O=C=O.O=NBr

```
! RIJCOSX wB97M-V def2-TZVPD def2/J DEFGRID3
* xyz 0 1
C -1.96 -0.20 0.01
N 1.76 0.53 -0.46
O 1.34 1.05 0.51
O -1.04 0.23 -0.56
O -2.90 -0.54 0.58
Br 2.81 -1.07 -0.08
*
```

=====

Energy ordering: run B at the bottom, the next structure 241.2 kJ/mol above.

=====

Run A
Here is C25H28N2O3 as an isolated structure from OMol25. Energies are from the ωB97M-V functional and the def2-TZVPD basis.

LUMO level: -0.18 eV

```
! RIJCOSX wB97M-V def2-TZVPD def2/J DEFGRID3
* xyz 0 1
C 3.40 -0.83 1.15
H 3.64 -1.05 2.23
O 2.43 0.42 1.20
C 1.35 0.23 1.74
C 1.03 -0.82 2.37
C -0.33 -1.10 2.77
C -1.13 -0.12 2.72
C -0.75 1.38 2.10
C 0.54 1.42 1.56
O 1.06 2.45 1.08
C 0.06 3.50 0.62
H 0.76 4.30 0.02
H 0.05 4.12 1.83
H -0.80 3.19 0.21
H -1.38 2.24 2.11
C -2.67 -0.16 3.04
N -2.97 0.95 4.17
C -2.18 0.82 5.23
H -2.61 1.83 5.89
H -1.23 0.89 4.89
H -2.31 0.04 5.71
C -4.50 0.76 4.29
H -4.84 -0.09 4.78
H -4.69 1.52 5.12
H -5.19 1.39 3.42
H -2.98 -1.00 3.51
C -3.41 0.17 1.88
N -3.00 -0.25 0.51
C -2.18 0.44 -0.28
O -2.53 1.69 -0.24
C -1.27 0.05 -1.21
C -0.42 -1.05 -0.89
C 0.51 -1.58 -1.67
C 1.04 -0.82 -2.74
C 0.28 0.32 -3.07
C -1.02 0.73 -2.35
H -1.35 1.83 -2.48
H 0.42 0.67 -3.91
C 2.01 -1.27 -3.69
C 3.17 -1.83 -3.24
C 4.27 -2.26 -3.75
C 4.14 -2.32 -5.38
C 3.07 -1.66 -5.88
C 2.07 -1.25 -4.99
H 1.04 -0.81 -5.62
H 2.86 -1.52 -6.75
H 5.02 -2.40 -5.75
H 5.23 -2.48 -3.24
H 3.26 -1.63 -2.06
H 1.11 -2.55 -1.58
H -0.75 -1.70 0.00
H -2.59 -1.20 0.59
H -3.86 1.39 1.70
H -4.50 -0.42 1.96
H -0.82 -2.05 3.32
H 1.36 -2.03 2.35
H 4.41 -0.38 0.57
H 3.02 -1.68 0.50
*
```

=====

Run B
Here is C25H28N2O3 as an isolated structure from OMol25. Energies are from the ωB97M-V functional and the def2-TZVPD basis.

LUMO level: -0.01 eV

```
! RIJCOSX wB97M-V def2-TZVPD def2/J DEFGRID3
* xyz 0 1
C 3.62 1.92 -0.35
H 4.02 2.09 0.69
O 2.05 2.12 -0.23
C 1.49 1.30 0.51
C 2.08 0.42 1.26
C 1.34 -0.65 1.88
C 0.06 -0.57 1.90
C -0.74 0.67 1.11
C 0.10 1.53 0.41
H -0.28 2.32 0.00
H -1.83 0.64 0.96
C -1.04 -1.54 2.35
N -2.17 -1.06 3.30
C -3.43 -0.86 2.42
C -3.76 0.77 2.90
H -3.66 1.27 2.08
H -4.57 0.69 3.57
C -2.50 0.98 3.91
H -3.10 1.61 4.73
H -1.75 1.44 3.35
C -2.09 -0.27 4.29
H -2.63 -0.90 5.03
H -1.09 -0.43 4.63
H -4.13 -1.61 2.64
H -3.44 -0.72 1.22
C -1.34 -2.73 1.50
N -1.00 -2.15 0.22
C -0.03 -2.38 -0.58
O 1.06 -3.21 -0.17
C 0.45 -1.38 -1.51
C 1.63 -1.33 -2.05
C 2.23 -0.23 -2.90
C 3.57 -0.39 -3.25
C 4.16 0.72 -4.02
C 3.28 1.67 -4.54
C 1.76 1.50 -4.29
C 1.28 0.78 -3.37
C 0.14 0.38 -2.92
C -0.47 -0.37 -2.14
O -1.74 -0.51 -1.87
C -2.59 0.48 -2.06
H -2.21 1.38 -1.99
H -2.65 0.58 -3.34
H -3.50 0.41 -1.71
H -0.63 1.43 -3.49
H 1.17 2.42 -4.41
H 3.64 2.41 -5.07
H 5.15 0.66 -4.18
H 4.14 -1.08 -2.93
H 2.44 -2.13 -1.70
H -1.80 -1.49 -0.23
H -2.34 -3.09 1.58
H -0.75 -3.50 1.66
H -0.31 -2.11 3.41
H 1.70 -1.57 2.54
H 3.14 -0.20 1.19
H 3.97 2.88 -1.06
H 3.93 0.99 -0.89
*
```

=====

Energy ordering: run A at the bottom, the next structure 143.1 kJ/mol above.

=====

Run A
Here is a 2-piece molecular cluster, C4H12N2 overall from OMol25. Energies are from the ωB97M-V functional and the def2-TZVPD basis.

LUMO level: -11.79 eV

```
! RIJCOSX wB97M-V def2-TZVPD def2/J DEFGRID3
* xyz 2 1
C 0.86 -0.15 -0.65
C 1.48 -0.31 0.63
C 0.16 -0.47 1.40
C -0.79 -1.22 0.81
N -0.26 0.75 2.27
N -0.68 0.45 -2.71
H 1.17 -0.51 -1.73
H 0.26 0.71 -0.74
H 1.93 -1.30 0.68
H 2.17 0.61 0.74
H -1.04 -2.14 1.22
H -1.26 -0.87 -0.13
H 0.49 1.36 2.27
H -0.53 0.41 3.17
H -1.20 1.21 1.91
H -0.11 0.48 -3.49
H -1.39 -0.30 -2.85
H -1.27 1.29 -2.78
*
```

=====

Run B
Here is an isolated ion of composition C4H12N2 and charge +2 from OMol25. Energies are from the ωB97M-V functional and the def2-TZVPD basis.

LUMO level: -7.09 eV
Structure (SMILES): C=C([NH3+])CC[NH3+]

```
! RIJCOSX wB97M-V def2-TZVPD def2/J DEFGRID3
* xyz 2 1
C 1.14 0.45 0.20
C -0.39 0.26 0.64
C -1.06 -0.45 -0.40
C -1.28 -1.73 -0.50
N -1.41 0.55 -1.44
N 2.13 0.45 1.39
H 1.39 -0.34 -0.51
H 1.35 1.30 -0.43
H -0.45 -0.37 1.58
H -0.83 1.28 1.07
H -2.05 -2.15 -1.33
H -0.89 -2.61 0.08
H -0.62 1.11 -1.71
H -2.30 1.08 -1.16
H -1.71 0.01 -2.32
H 1.82 -0.37 1.84
H 3.10 0.31 0.94
H 2.06 1.22 2.05
*
```

=====

Energy ordering: run B at the bottom, the next structure 714.9 kJ/mol above.

=====

Run A
Here is a 2-piece molecular cluster, C5H9NS overall from OMol25. Energies are from the ωB97M-V functional and the def2-TZVPD basis.

LUMO level: 0.85 eV
Structure (SMILES): C=C=C.C=NSC

```
! RIJCOSX wB97M-V def2-TZVPD def2/J DEFGRID3
* xyz 0 1
C 2.28 0.58 1.57
C 2.71 -0.05 0.52
C -0.04 -0.65 -1.14
C -2.45 -0.40 0.81
C 3.07 -0.61 -0.58
N -0.31 0.53 -0.72
S -1.35 0.97 0.38
H 1.18 0.28 1.76
H 0.67 -0.66 -1.98
H -0.25 -1.58 -0.71
H 2.95 1.19 2.22
H -2.95 -0.19 1.70
H -1.75 -1.24 0.99
H -3.18 -0.60 -0.09
H 2.95 -0.08 -1.50
H 3.55 -1.62 -0.79
*
```

=====

Run B
Here is one molecule with the formula C5H9NS from OMol25. Energies are from the ωB97M-V functional and the def2-TZVPD basis.

LUMO level: -0.61 eV
Structure (SMILES): C/C(N)=C(\C)C=S

```
! RIJCOSX wB97M-V def2-TZVPD def2/J DEFGRID3
* xyz 0 1
C -1.01 -1.10 1.04
C -0.41 0.12 0.49
C 0.34 0.29 -0.65
C 0.79 -1.00 -1.14
C 0.80 1.48 -1.15
H -0.16 -1.75 1.59
H -2.07 -0.89 1.74
H -1.37 -1.86 0.31
H -0.72 0.98 2.52
H -0.25 2.08 1.29
H 1.48 -1.74 -0.68
H 1.34 -0.69 -2.15
H -0.23 -1.50 -1.74
H 1.32 1.22 -2.05
N -0.73 1.16 1.39
S 0.88 3.21 -0.80
*
```

=====

Energy ordering: run B at the bottom, the next structure 46.9 kJ/mol above.